[1]
115
Properties=species:S:1:pos:R:3 method="wB97M-V/def2-TZVPD" e_above_lowest_kcal_mol=5.5 orbital_gap_ev=4.3 homo_energy_ha=-0.0406 total_charge=-2 lumo_energy_ev=3.2036
Cs -0.78090 -0.70254 0.94462
N 2.52846 1.82632 -4.29593
C 2.11672 1.02942 -3.26566
N 1.56322 -0.11582 -3.38342
C 1.27285 -0.58442 -4.68219
N 0.50668 -1.58606 -4.90340
N -0.15602 -2.05809 -3.79754
C -0.19278 -3.31796 -3.60204
C -1.02151 -3.90799 -2.54431
C -1.19189 -5.29257 -2.51354
C -2.04012 -5.83773 -1.55169
C -2.69044 -4.97166 -0.68716
C -2.44788 -3.60529 -0.81556
N -1.61803 -3.08887 -1.70249
C 1.85692 0.13108 -5.83526
C 1.78591 -0.35154 -7.13979
C 2.31000 0.37624 -8.19084
C 2.91414 1.60796 -7.95004
C 2.99524 2.10555 -6.66432
C 2.46581 1.36626 -5.60926
H 2.87179 2.74646 -4.09274
H 2.30277 1.44112 -2.26844
H 0.32724 -4.01634 -4.26267
H -0.67919 -5.92166 -3.23106
H -2.19093 -6.90871 -1.48721
H -3.35499 -5.32743 0.08993
H -2.94099 -2.91518 -0.14315
H 1.29705 -1.30263 -7.29970
H 2.24383 -0.00659 -9.20042
H 3.32341 2.18243 -8.77104
H 3.46016 3.06471 -6.46830
N -0.42169 2.06303 -1.17734
C 0.09154 3.20776 -1.90704
C 1.06265 3.97903 -1.02757
N 2.12231 3.10171 -0.53903
C 2.94098 3.70835 0.50232
C 3.70110 2.64925 1.30757
N 3.23203 2.61589 2.69375
H -1.08159 1.49679 -1.70516
H -0.94728 2.37470 -0.35775
H -0.68771 3.90586 -2.25187
H 0.61847 2.84551 -2.79784
H 0.50372 4.41524 -0.18377
H 1.49738 4.81469 -1.58941
H 1.64475 2.28581 -0.16403
H 2.33526 4.30108 1.20637
H 3.64020 4.40600 0.02712
H 4.77201 2.87498 1.32046
H 3.58924 1.68660 0.78866
H 3.56912 1.77899 3.15634
H 2.22018 2.53916 2.70555
O -0.20725 -3.02333 1.59407
N -0.61811 -4.19372 2.00861
C 0.12473 -5.27835 1.70332
C -0.21123 -6.54174 2.11729
C -1.37472 -6.69221 2.88019
C -2.13704 -5.58904 3.16535
C -1.80450 -4.28527 2.71771
S -2.75531 -2.91554 2.98112
H 0.99586 -5.04253 1.10911
H 0.41883 -7.37721 1.84711
H -1.67434 -7.66903 3.24146
H -3.04724 -5.66993 3.74278
C -4.17814 3.43959 2.85481
Si -2.39995 3.86412 2.35110
C -1.96975 5.47169 3.27548
C -2.54319 4.32999 0.53395
N -1.24951 2.65180 2.57349
C -1.03587 1.90496 3.65395
C -1.70797 1.99301 4.91231
C -1.43476 1.15948 5.98101
C -0.46632 0.16497 5.90189
C 0.23223 0.03732 4.70368
C -0.05109 0.88014 3.66053
F 0.69858 0.71908 2.50800
H -4.86324 4.22788 2.52796
H -4.30438 3.30875 3.93197
H -4.48447 2.50982 2.36812
H -2.63164 6.29120 2.97793
H -0.93929 5.76775 3.06182
H -2.05659 5.34258 4.35840
H -3.29342 5.11680 0.40607
H -2.86548 3.46664 -0.05558
H -1.60235 4.70145 0.12567
H -2.47219 2.75396 5.01405
H -2.00097 1.28245 6.89923
H -0.26823 -0.50112 6.73129
H 0.99695 -0.71857 4.57063
N 3.78291 -2.10894 -1.82577
C 3.97158 -2.00118 -0.47621
N 3.03820 -2.15284 0.38527
C 3.54483 -2.08882 1.67433
C 2.78028 -2.26500 2.81827
C 3.40478 -2.23055 4.05165
C 4.77912 -1.99706 4.15350
C 5.55328 -1.80647 3.01629
C 4.92223 -1.86518 1.78120
S 5.59600 -1.71922 0.17567
H 2.82517 -2.06882 -2.14386
H 4.47166 -1.70250 -2.43118
H 1.72534 -2.42257 2.67864
H 2.81526 -2.36835 4.94939
H 5.24715 -1.95777 5.12891
H 6.61823 -1.62738 3.09236
F -7.63194 1.07029 -2.02786
C -6.28492 0.94833 -1.74524
C -5.87045 0.00268 -0.83375
C -4.50055 -0.09833 -0.57047
C -3.50029 0.69530 -1.16645
C -4.03071 1.63339 -2.07234
C -5.38806 1.77961 -2.37864
H -6.60353 -0.62888 -0.34145
H -4.21946 -0.85531 0.16599
H -3.35461 2.31875 -2.59066
H -5.74931 2.52008 -3.08619



[2]
117
Properties=species:S:1:pos:R:3 method="wB97M-V/def2-TZVPD" e_above_lowest_kcal_mol=34.4 orbital_gap_ev=5.2 homo_energy_ha=-0.0922 total_charge=-2 lumo_energy_ev=2.7255
Ba -1.12609 0.18102 1.09382
C 4.13908 3.15861 -4.45335
C 4.33653 2.96190 -2.94352
C 4.91215 4.24908 -2.33686
C 5.35749 1.84257 -2.73294
C 2.99512 2.63527 -2.29687
C 2.69560 1.42951 -1.75469
C 1.40811 1.15010 -1.19404
N 0.96066 -0.04530 -0.82449
C 1.39981 -1.29222 -0.90134
C 2.74178 -1.72482 -1.16551
C 3.02570 -3.00887 -1.48535
C 1.93120 -3.94090 -1.59953
C 0.64503 -3.66434 -1.27771
C 0.33788 -2.31408 -0.76946
O -0.79458 -2.06283 -0.33497
C -0.48215 -4.68531 -1.36949
C -1.04846 -4.97546 0.03059
C -1.59951 -4.14130 -2.27342
C -0.00035 -6.01054 -1.96455
C 4.43468 -3.51646 -1.76835
C 5.49076 -2.44327 -1.50106
C 4.53546 -3.93606 -3.24212
C 4.74975 -4.72375 -0.87445
C 0.39311 2.23842 -1.13636
O -0.71600 2.06140 -0.61470
C 0.71292 3.49858 -1.81819
C 1.96345 3.63134 -2.32906
C -0.28765 4.64926 -2.01333
C -1.63186 4.48140 -1.29469
C 0.33187 5.95810 -1.49762
C -0.57263 4.78224 -3.51769
H 5.09539 3.36661 -4.94112
H 3.46650 3.99167 -4.66160
H 3.70884 2.26185 -4.90201
H 5.88548 4.47416 -2.78164
H 5.04294 4.14268 -1.25923
H 4.26214 5.10701 -2.50860
H 6.31928 2.13818 -3.15899
H 5.04728 0.91783 -3.22357
H 5.50738 1.63339 -1.67283
H 3.43262 0.64678 -1.76750
H 3.53947 -1.01350 -1.03359
H 2.17753 -4.93782 -1.94114
H -1.47646 -4.08294 0.47811
H -0.26178 -5.35373 0.68762
H -1.82994 -5.73621 -0.04043
H -2.01996 -3.22439 -1.86759
H -2.39748 -4.88326 -2.35446
H -1.21663 -3.93765 -3.27652
H 0.75963 -6.48594 -1.34093
H 0.40897 -5.88188 -2.96912
H -0.84709 -6.69601 -2.03380
H 5.37832 -1.59037 -2.17305
H 6.48755 -2.86196 -1.65819
H 5.43681 -2.07667 -0.47524
H 4.30702 -3.09191 -3.89451
H 3.83603 -4.73912 -3.47707
H 5.54434 -4.28917 -3.47153
H 4.67788 -4.45066 0.17945
H 5.76319 -5.08449 -1.06896
H 4.06176 -5.55051 -1.05080
H 2.20765 4.56230 -2.82883
H -1.52411 4.34573 -0.22089
H -2.19960 3.63270 -1.66846
H -2.21748 5.39008 -1.46503
H 0.56832 5.87491 -0.43660
H -0.38281 6.77511 -1.62237
H 1.24491 6.22847 -2.02978
H -0.99472 3.85575 -3.91086
H 0.33395 5.00586 -4.08360
H -1.29367 5.58524 -3.69035
O -4.59976 -2.46708 1.91370
C -3.88569 -1.51947 1.59082
O -2.91057 -1.02615 2.22582
C -4.23789 -0.85054 0.20380
C -5.45636 -1.14612 -0.40206
C -5.72207 -0.62149 -1.65467
C -4.76461 0.15734 -2.29005
C -3.57551 0.40670 -1.62356
N -3.34923 -0.07425 -0.41091
H -6.14980 -1.78575 0.12497
H -6.66847 -0.82697 -2.14173
H -4.93470 0.56348 -3.27913
H -2.78323 1.00414 -2.06101
N 3.81199 -2.77675 3.59330
N 2.48907 -2.50125 3.25344
N 1.47189 -2.96981 3.93152
C 0.45551 -2.42596 3.25930
N 0.88086 -1.70894 2.21887
N 2.19081 -1.76878 2.22810
H 3.81349 -2.85111 4.60592
H 4.32673 -1.93599 3.34128
H -0.58097 -2.54272 3.52512
S -5.01476 4.47437 7.18870
C -4.65927 3.72227 5.71303
S -3.44013 4.39028 4.68337
C -3.69136 3.14328 3.50336
N -4.60436 2.29111 3.86352
N -5.13718 2.61451 5.10872
C -6.15375 1.70615 5.52984
C -6.40268 0.59792 4.71795
C -7.38521 -0.30891 5.06995
C -8.13415 -0.13641 6.22547
C -7.87122 0.95638 7.03397
C -6.88705 1.87606 6.70135
S -2.79805 3.12389 2.03620
H -5.81264 0.45276 3.82703
H -7.55332 -1.16468 4.42864
H -8.90688 -0.84722 6.49161
H -8.43220 1.10703 7.94878
H -6.68662 2.71635 7.34197
N 0.62202 1.34795 2.67033
C 1.60276 1.82050 3.07516
N 2.70986 2.44980 3.38775
C 3.49289 1.75042 4.19301
N 4.24355 1.19223 4.88439



[3]
117
Properties=species:S:1:pos:R:3 method="wB97M-V/def2-TZVPD" e_above_lowest_kcal_mol=0.0 orbital_gap_ev=6.4 homo_energy_ha=-0.1739 total_charge=-1 lumo_energy_ev=1.7060
Rb 0.50906 -0.67390 0.61358
C -0.73246 0.77985 -4.13408
O 0.45470 0.97474 -3.40404
C 0.34717 2.07175 -2.51219
C 1.68646 2.39953 -1.91415
O 2.04493 1.44789 -0.93084
C 3.27112 1.81546 -0.31060
H -0.94451 1.64430 -4.77845
H -1.58957 0.62368 -3.46882
H -0.60066 -0.10892 -4.75051
H -0.37498 1.84482 -1.71505
H -0.01812 2.95606 -3.05295
H 1.62778 3.39419 -1.45924
H 2.44915 2.42918 -2.70474
H 4.08927 1.77878 -1.04144
H 3.46351 1.12643 0.50841
H 3.19922 2.82114 0.11179
N 1.76386 -4.86703 -0.66401
C 0.51368 -4.82705 -0.06773
C -0.06928 -6.06670 0.25966
C -1.32549 -6.08247 0.81482
C -1.98512 -4.87661 1.03977
C -1.32426 -3.71700 0.69062
N -0.10489 -3.67821 0.14917
C 2.73041 -3.89273 -0.92441
C 3.97416 -4.36255 -1.36984
C 4.98319 -3.45392 -1.58942
C 4.73500 -2.10627 -1.37065
C 3.46769 -1.74365 -0.96365
N 2.47098 -2.60886 -0.74783
H 2.11550 -5.80214 -0.77554
H 0.47104 -6.98775 0.07880
H -1.78974 -7.02630 1.07286
H -2.97894 -4.83890 1.46588
H -1.79667 -2.75047 0.83588
H 4.13851 -5.42393 -1.51055
H 5.95984 -3.79628 -1.90748
H 5.51623 -1.36454 -1.45170
H 3.23498 -0.70503 -0.77194
S 4.94185 -0.73431 2.11344
As 3.54418 -1.43424 3.45822
S 1.45499 1.97246 2.65121
S 2.11491 -2.79168 2.80556
S 3.58603 -0.87077 5.43035
Br -1.92595 -5.07286 -4.80879
C -1.65198 -3.64366 -3.59740
C -0.39273 -3.10476 -3.43730
C -0.25422 -2.06234 -2.53121
N -1.25675 -1.55801 -1.81099
C -2.45800 -2.10381 -1.99035
C -2.71715 -3.14241 -2.87157
H 0.46862 -3.46222 -3.98333
H 0.72714 -1.62837 -2.38552
H -3.25836 -1.70367 -1.37761
H -3.71384 -3.54773 -2.97096
N 2.52606 -1.95465 -4.58158
C 2.90327 -0.86900 -4.55093
C 3.42387 0.47276 -4.59560
C 4.56110 0.80376 -3.86737
C 5.07192 2.09010 -3.94604
C 4.45194 3.03670 -4.74794
C 3.31390 2.70313 -5.47125
C 2.79332 1.42313 -5.39579
H 5.02688 0.05633 -3.24281
H 5.94926 2.35405 -3.37048
H 4.85011 4.04168 -4.80169
H 2.82412 3.44526 -6.08788
H 1.89734 1.15224 -5.93623
Ge -0.27391 2.84121 1.77241
C 0.10340 4.37070 0.57760
C 1.29846 5.07640 0.70790
C 1.62658 6.09891 -0.17324
C 0.75878 6.43591 -1.20485
C -0.44045 5.74970 -1.34426
C -0.75869 4.72697 -0.45831
C -1.60902 3.45919 3.08819
C -2.62150 4.35946 2.76117
C -3.59245 4.71591 3.68821
C -3.56250 4.17190 4.96611
C -2.55098 3.28599 5.31167
C -1.58108 2.93856 4.37948
H -1.10117 1.91571 0.79909
H 1.98956 4.79078 1.49502
H 2.56564 6.62807 -0.06023
H 1.01634 7.22828 -1.89751
H -1.12259 6.00585 -2.14710
H -1.68878 4.18087 -0.59281
H -2.65579 4.79707 1.76770
H -4.37126 5.41856 3.41488
H -4.31970 4.44520 5.69137
H -2.51374 2.86567 6.30982
H -0.77910 2.25906 4.64956
N -2.45098 -4.03867 5.23791
C -1.67747 -2.91242 4.95227
C -1.79772 -2.24818 3.73070
N -1.07281 -1.18182 3.43575
C -0.22674 -0.75289 4.37605
C -0.13590 -1.39890 5.59876
N -0.85650 -2.47707 5.89636
H -2.61843 -4.63298 4.44028
H -2.07168 -4.55118 6.02079
H -2.48832 -2.61538 2.97847
H 0.39273 0.10504 4.13750
H 0.56738 -1.04861 6.34312
C -5.09397 -1.47413 2.14597
P -3.93574 -0.47637 1.11463
C -3.89290 1.05068 2.11825
C -5.13260 0.06841 -0.18014
H -6.03578 -0.94592 2.31712
H -4.63471 -1.67981 3.11388
H -5.30939 -2.42962 1.66314
H -4.89517 1.35044 2.43546
H -3.44289 1.85793 1.54146
H -3.26290 0.90442 2.99680
H -6.00344 0.55627 0.26578
H -5.47896 -0.78129 -0.77259
H -4.64570 0.77243 -0.85714



[4]
122
Properties=species:S:1:pos:R:3 method="wB97M-V/def2-TZVPD" e_above_lowest_kcal_mol=56.7 orbital_gap_ev=4.1 homo_energy_ha=-0.1052 total_charge=-1 lumo_energy_ev=1.2054
Ca -0.48020 -0.04440 -0.90000
C 5.39250 -2.01930 2.73060
C 4.18100 -2.94170 2.57030
C 3.85320 -3.16100 1.08960
C 4.52490 -4.29380 3.20230
N 2.99900 -2.36260 3.21920
C 2.07600 -3.07130 3.96370
C 0.97400 -2.30580 4.10000
N 1.16960 -1.12560 3.43460
B 0.07040 -0.17900 2.92300
N -1.32140 -0.51830 3.49460
C -2.07300 0.32600 4.26500
C -3.35380 -0.08980 4.24570
N -3.42640 -1.20870 3.43690
C -2.14980 -1.47820 3.00350
S -1.61860 -2.79760 2.14740
C -4.68680 -1.89570 3.15360
C -5.80210 -0.84520 3.02540
C -5.00820 -2.83560 4.32370
C -4.61860 -2.67830 1.84210
N 0.42460 1.27040 3.32320
C 1.29850 1.63520 4.30700
C 1.56480 2.95240 4.18500
N 0.84710 3.42680 3.10770
C 0.14070 2.37140 2.60200
S -1.03510 2.45140 1.40420
C 0.97460 4.75170 2.49980
C 1.98000 5.60280 3.28030
C 1.48560 4.58130 1.06430
C -0.38570 5.45770 2.51960
C 2.41710 -1.16500 2.90530
S 3.13790 0.14930 2.17220
H 6.24600 -2.45060 2.21320
H 5.64000 -1.89550 3.78330
H 5.17900 -1.04370 2.30590
H 4.68610 -3.64160 0.58120
H 3.63440 -2.21490 0.60220
H 2.97460 -3.79600 0.99220
H 5.46450 -4.64180 2.77780
H 3.76340 -5.03770 2.98130
H 4.64660 -4.20800 4.28110
H 2.26100 -4.05230 4.34670
H 0.05650 -2.51390 4.61050
H 0.02580 -0.23930 1.71970
H -1.63730 1.16150 4.77310
H -4.21080 0.33310 4.72400
H -6.08310 -0.44430 3.99500
H -6.68690 -1.30870 2.59520
H -5.47570 -0.03390 2.37820
H -5.06680 -2.27320 5.25420
H -4.23270 -3.59150 4.42470
H -5.96480 -3.32850 4.16210
H -4.20110 -2.04570 1.06300
H -5.61520 -3.00950 1.55480
H -3.97470 -3.54560 1.93730
H 1.67820 0.92430 5.01160
H 2.20330 3.56990 4.77750
H 2.96800 5.14950 3.27650
H 1.65500 5.75740 4.30720
H 2.05590 6.57680 2.80110
H 2.41250 4.01120 1.06350
H 1.67410 5.55410 0.61680
H 0.75140 4.05100 0.46140
H -0.69310 5.64550 3.54700
H -1.12650 4.82590 2.03610
H -0.31840 6.40780 1.99420
S 0.89280 -7.07370 -3.46920
C 0.56640 -5.56580 -2.90820
S 1.18970 -4.93550 -1.41850
C 0.47340 -3.32120 -1.50290
C -0.29680 -3.08540 -2.61450
S -1.14660 -1.67410 -3.03120
S -0.43090 -4.42550 -3.75400
S 0.82270 -2.29800 -0.20390
O -0.79590 1.81090 -1.73290
S -1.03330 3.23730 -1.51220
C -0.43010 4.03760 -3.03740
C 0.12260 5.30430 -2.96490
C 0.67170 5.87380 -4.10150
C 0.66260 5.17570 -5.29880
C 0.09060 3.91560 -5.36550
C -0.45910 3.34240 -4.23270
C -2.75740 3.46750 -2.01280
C -3.35920 2.49010 -2.78430
C -4.66370 2.67470 -3.20680
C -5.35990 3.81410 -2.83490
C -4.75740 4.77400 -2.03690
C -3.44430 4.60520 -1.63070
H 0.13540 5.82850 -2.02030
H 1.11850 6.85620 -4.05290
H 1.10210 5.61650 -6.18150
H 0.08190 3.37070 -6.29880
H -0.87000 2.34570 -4.25830
H -2.80120 1.59940 -3.03820
H -5.13710 1.93520 -3.83660
H -6.37500 3.96200 -3.17720
H -5.30960 5.65370 -1.73830
H -2.94890 5.34430 -1.02010
C -6.20860 -0.97980 -1.90940
N -5.10190 -0.39720 -1.20500
C -5.13620 0.67020 -0.35220
C -3.85190 0.85480 0.07510
N -3.04430 -0.07330 -0.50160
C -3.81720 -0.80970 -1.25700
H -7.10520 -0.38450 -1.74030
H -6.38860 -1.99790 -1.55780
H -5.99450 -1.01430 -2.97920
H -6.04410 1.20200 -0.13910
H -3.46060 1.58640 0.75610
H -3.49190 -1.64400 -1.85010
Se 1.13920 0.31210 -5.69190
N 2.84400 0.00510 -5.28060
C 2.93860 -0.00080 -3.95590
C 4.10340 -0.22470 -3.20440
C 3.98820 -0.20280 -1.83600
C 2.74860 0.05710 -1.23260
N 1.64140 0.30480 -1.90620
C 1.70830 0.25270 -3.23820
N 0.63590 0.44270 -4.00280
H 5.03890 -0.41610 -3.70870
H 4.84860 -0.37860 -1.20850
H 2.67050 0.10530 -0.15490